Model A:
22
Properties=species:S:1:pos:R:3:nbo_charge:R:1 method="wB97M-V/def2-TZVPD" homo_lumo_gap_ha=0.35194 smiles="[H]/N=C/NC.C=CCC"
C 0.1763 -0.6821 2.8104 -0.408
N 1.2161 -0.1449 1.9613 -0.614
C 1.2108 1.1937 1.6587 0.277
N 2.0392 1.7509 0.8008 -0.743
H 0.5826 -1.5136 3.4188 0.205
H -0.1077 0.1216 3.5047 0.205
H -0.6446 -1.0443 2.1346 0.186
H 1.7274 -0.8114 1.3692 0.403
H 0.5006 1.7662 2.2068 0.145
H 2.1337 2.7830 0.9389 0.345
C -1.9859 -1.2718 -1.3386 -0.601
C -1.2456 0.0886 -1.2933 -0.443
C 0.1709 -0.1491 -1.7804 -0.169
C 0.8434 0.6447 -2.6762 -0.402
H -1.5662 -1.9903 -0.6028 0.197
H -3.0197 -1.2068 -1.0607 0.208
H -1.8803 -1.6803 -2.3782 0.209
H -1.2260 0.4138 -0.2783 0.203
H -1.7250 0.8369 -1.8872 0.207
H 0.5833 -1.1328 -1.4885 0.186
H 1.9217 0.4788 -2.9319 0.212
H 0.2949 1.5493 -3.0879 0.191

---

Model B:
22
Properties=species:S:1:pos:R:3:nbo_charge:R:1 method="wB97M-V/def2-TZVPD" homo_lumo_gap_ha=0.33931
C 2.1937 -1.5475 0.1388 -0.611
C 1.4083 -0.2478 -0.4825 -0.386
C 0.8425 0.8076 0.4283 -0.128
C 0.3848 2.0783 -0.2591 -0.601
C -1.1128 -0.0474 1.1404 0.294
C -2.7812 -0.7396 -0.3049 -0.376
H 2.6291 -1.1377 1.0962 0.221
H 2.9558 -2.0154 -0.5094 0.214
H 1.3991 -2.5345 0.3092 0.202
H 0.6564 -0.5087 -1.3732 0.174
H 2.1160 0.2764 -1.0223 0.200
H 1.6580 1.3201 0.8754 0.195
H -0.2957 1.9472 -1.2872 0.180
H -0.1225 2.5593 0.5524 0.230
H 1.4020 2.5751 -0.5364 0.216
H -1.8150 -0.3866 1.8028 0.162
H -1.0028 0.3287 -0.8126 0.413
H -2.9440 -0.9855 -1.7025 0.224
H -3.6694 -0.1451 0.2798 0.216
H -2.2554 -1.9356 0.2965 0.151
N 0.0628 0.3103 1.4552 -0.471
N -1.7097 0.0284 -0.0850 -0.720

---

Stability summary: most stable model A, least stable model B.

---

Model A:
22
Properties=species:S:1:pos:R:3:nbo_charge:R:1 method="wB97M-V/def2-TZVPD" homo_lumo_gap_ha=0.35081 smiles="C=CC[C@H](C)NCN"
C 0.3065 -2.2100 0.2405 -0.610
C 0.5429 -0.6389 0.5029 -0.030
C 0.8315 -0.1101 -0.8318 -0.473
C 1.4621 1.2390 -0.8384 -0.146
C 2.7557 1.4448 -1.2011 -0.397
N -0.6917 0.0312 1.2091 -0.682
C -1.7592 0.7257 0.5151 -0.072
N -2.9601 -0.1790 0.3032 -0.862
H -0.3747 -2.3360 -0.5425 0.193
H 1.1523 -2.7585 -0.0017 0.207
H -0.3025 -2.5015 1.2277 0.214
H 1.4662 -0.5084 1.1457 0.203
H 1.7498 -0.6693 -1.3445 0.219
H -0.0563 -0.0623 -1.4930 0.225
H 0.8606 2.0920 -0.6997 0.188
H 3.3960 0.7007 -1.3439 0.165
H 3.2960 2.2302 -1.5580 0.195
H -0.4176 0.4096 2.1088 0.381
H -2.1429 1.5708 1.1299 0.195
H -1.5424 1.2810 -0.4710 0.172
H -2.8476 -1.0047 -0.1285 0.358
H -3.5118 -0.1130 1.0613 0.354

---

Model B:
22
Properties=species:S:1:pos:R:3:nbo_charge:R:1 method="wB97M-V/def2-TZVPD" homo_lumo_gap_ha=0.32687 smiles="C/C=C/N.C=CNC"
C 0.6529 -3.3974 1.4129 -0.622
C 0.4097 -1.9495 1.1413 -0.309
C 1.3018 -1.0292 1.5373 0.011
N 1.3744 0.3147 1.2317 -0.830
H 1.5307 -3.5688 2.0375 0.205
H -0.1963 -3.8489 1.9386 0.204
H 0.7960 -4.0241 0.5261 0.203
H -0.5531 -1.6461 0.7440 0.189
H 2.2349 -1.4265 1.9339 0.174
H 1.8765 0.9043 1.8683 0.376
H 0.5553 0.7630 0.8422 0.392
C -2.4669 2.9325 -1.0167 -0.516
C -1.7192 1.8455 -1.2090 0.014
N -0.3448 1.7653 -1.0487 -0.632
C 0.3883 0.7250 -1.7489 -0.416
H -1.9922 3.8788 -0.7850 0.188
H -3.5313 2.9138 -1.1795 0.210
H -2.1715 0.8873 -1.4465 0.187
H 0.1312 2.6565 -1.0529 0.375
H 1.4281 0.7496 -1.4362 0.220
H -0.0385 -0.2343 -1.4469 0.200
H 0.3341 0.7887 -2.8433 0.177

---

Model C:
22
Properties=species:S:1:pos:R:3:nbo_charge:R:1 method="wB97M-V/def2-TZVPD" homo_lumo_gap_ha=0.37858
C -1.2853 0.8567 0.1780 -0.220
C -0.8663 -0.4303 -0.4638 -0.230
C -2.1355 0.2422 -0.8976 -0.424
C -0.5498 2.1428 -0.1029 -0.606
C -0.9515 -1.7253 0.3055 -0.593
H -1.6657 0.7868 1.1923 0.203
H -0.0304 -0.3836 -1.1506 0.208
H -3.0747 -0.2141 -0.6206 0.207
H -2.1600 0.7265 -1.8624 0.209
H -0.2334 2.1795 -1.1402 0.198
H 0.3362 2.2246 0.5182 0.238
H -1.1977 2.9945 0.0873 0.200
H -1.0013 -2.5718 -0.3806 0.206
H -1.8535 -1.7359 0.9251 0.202
H -0.0915 -1.8612 0.9479 0.196
N 2.4127 -1.3537 0.2517 -0.832
C 2.1729 -0.1144 0.7605 0.289
N 2.3576 1.0009 0.2079 -0.714
H 2.4091 -2.1657 0.8407 0.393
H 2.9060 -1.4320 -0.6240 0.386
H 2.7564 0.9489 -0.7295 0.324
H 1.7455 -0.1152 1.7571 0.162

---

Model D:
22
Properties=species:S:1:pos:R:3:nbo_charge:R:1 method="wB97M-V/def2-TZVPD" homo_lumo_gap_ha=0.31075 smiles="CCN/C=C/CCN"
C 1.7879 -1.9553 0.2430 -0.207
C 0.3265 -2.3377 0.5474 -0.438
C -0.6206 -1.2513 0.1871 -0.349
C -0.4371 -0.0109 0.6569 0.022
N -1.2839 0.9801 0.2724 -0.603
C -0.9925 2.3773 0.5207 -0.202
C -1.0762 3.2850 -0.7160 -0.641
N 1.9607 -2.1475 -1.2744 -0.870
H 2.0226 -0.8804 0.5701 0.180
H 2.4876 -2.5377 0.7809 0.188
H 0.2243 -2.7485 1.5229 0.201
H 0.1512 -3.3401 -0.0569 0.195
H -1.4027 -1.5952 -0.5492 0.204
H 0.3295 0.2104 1.4857 0.200
H -1.9001 0.7132 -0.3899 0.376
H -1.7269 2.8150 1.3018 0.163
H -0.1345 2.3921 1.1118 0.199
H -0.2491 3.0866 -1.3963 0.217
H -0.6870 4.2841 -0.4183 0.218
H -2.1159 3.4357 -1.1474 0.221
H 2.0397 -3.1678 -1.4935 0.362
H 1.2966 -1.6071 -1.7586 0.363

---

Stability summary: most stable model C, least stable model A.

---

Model A:
17
Properties=species:S:1:pos:R:3:nbo_charge:R:1 method="wB97M-V/def2-TZVPD" homo_lumo_gap_ha=0.41144 smiles="CC(C)/[NH+]=C/N" total_charge=+1
C 1.7320 0.1114 -0.2067 0.413
C -1.5601 -1.2338 -0.4447 -0.618
C -1.3757 0.7162 1.0665 -0.619
C -0.5420 -0.3552 0.4179 -0.033
N 2.7903 0.6399 -0.7739 -0.696
N 0.4593 0.2938 -0.4494 -0.499
H 1.9229 -0.5835 0.5422 0.208
H -1.7994 -0.6779 -1.3540 0.220
H -1.1018 -2.2208 -0.6053 0.231
H -2.5336 -1.3216 0.0753 0.233
H -1.6486 1.2736 0.1459 0.207
H -0.6496 1.0895 1.7772 0.228
H -2.3203 0.2146 1.4140 0.252
H 0.0116 -0.9787 1.1294 0.203
H 3.7545 0.4107 -0.6209 0.447
H 2.6545 1.4394 -1.3110 0.408
H 0.2060 1.1822 -0.8025 0.415

---

Model B:
17
Properties=species:S:1:pos:R:3:nbo_charge:R:1 method="wB97M-V/def2-TZVPD" homo_lumo_gap_ha=0.38115 total_charge=+1
C -1.0653 -0.0020 -1.5069 -0.259
C -1.7831 1.1449 -0.9151 -0.228
C 0.8404 -1.6268 1.2867 -0.436
C 1.4001 0.5873 0.5925 0.139
N 0.9285 -0.2225 1.4575 -0.452
N -0.3191 1.0385 -0.7744 -0.586
H -1.2605 -0.9232 -1.0258 0.192
H -0.9181 -0.1946 -2.5470 0.224
H -2.2317 1.9258 -1.4346 0.231
H -2.3144 0.7529 -0.0167 0.211
H 0.9724 -2.0416 2.2473 0.242
H -0.0664 -1.8157 0.7359 0.225
H 1.6836 -2.0815 0.7718 0.236
H 1.8254 0.1364 -0.3150 0.218
H 1.5816 1.6694 0.7011 0.250
H 0.5734 0.1548 2.2697 0.417
H 0.1535 1.4979 -1.5271 0.377

---

Stability summary: most stable model A, least stable model B.